[1]
The following is a quantum chemistry calculation of C23H17AlI2N5O2 as an isolated structure in a non-equilibrium geometry, from the Open Molecules 2025 dataset.

Computed properties:
- Kohn-Sham gap (alpha / beta): 4.45 / 7.37 eV
- Charge: +1
- E_LUMO (alpha / beta): -4.80 / -3.75 eV

CARTESIAN COORDINATES (ANGSTROEM)
Al1 0.48 0.13 -1.00
C1 1.57 -3.63 -2.18
C2 0.60 -2.58 -1.78
O1 1.15 -1.38 -1.58
C3 -0.80 -2.72 -1.74
C4 -1.38 -4.03 -1.90
C5 -2.72 -4.26 -1.55
C6 -3.58 -3.17 -1.52
C7 -3.07 -1.92 -1.40
C8 -1.68 -1.61 -1.44
O2 -1.23 -0.37 -1.29
H1 2.51 -3.63 -1.62
H2 1.78 -3.64 -3.25
H3 1.17 -4.65 -1.95
H4 -0.80 -4.86 -2.17
H5 -3.07 -5.26 -1.58
H6 -4.65 -3.30 -1.53
H7 -3.76 -1.07 -1.31
N1 -0.20 4.07 -1.88
C9 -1.15 4.10 -0.86
C10 -1.06 2.92 -0.18
N2 -0.16 2.08 -0.85
C11 0.40 2.83 -1.79
C12 1.50 2.27 -2.52
N3 1.83 1.01 -2.26
C13 2.85 0.62 -3.08
C14 3.18 1.71 -3.86
N4 2.45 2.82 -3.43
H8 0.10 4.78 -2.57
H9 -1.77 4.96 -0.79
H10 -1.63 2.54 0.63
H11 3.12 -0.42 -3.01
H12 3.95 1.76 -4.64
H13 2.25 3.73 -3.88
N5 -2.23 1.20 8.20
C15 -1.76 1.01 7.15
C16 -1.09 0.80 5.91
C17 -0.88 -0.52 5.52
C18 -0.29 -0.74 4.28
C19 -0.10 0.32 3.38
C20 -0.34 1.72 3.79
C21 -0.83 1.88 5.06
C22 0.46 0.12 2.12
C23 0.95 0.09 0.94
H14 -1.08 -1.37 6.15
H15 0.11 -1.69 3.91
H16 -0.12 2.44 3.03
H17 -0.85 2.86 5.45
I1 3.22 0.28 1.02
I2 6.64 1.81 -0.14

[2]
The following is a quantum chemistry calculation of one molecule with the formula C3HBr2NO2 in a non-equilibrium geometry, from the Open Molecules 2025 dataset.

Computed properties:
- Relative energy (zero: lowest compared OMol25 entry of this formula, charge and spin): 341.3 kJ/mol
- Kohn-Sham gap (alpha / beta): 7.51 / 6.51 eV
- E_LUMO (alpha / beta): -1.07 / -1.83 eV

CARTESIAN COORDINATES (ANGSTROEM)
C1 0.70 -0.78 1.14
C2 2.19 1.11 0.89
C3 -2.15 0.08 -1.44
N1 1.82 -0.04 0.94
O1 2.80 2.09 0.82
O2 -1.72 0.57 -2.38
Br1 -3.73 -1.08 -1.62
Br2 -0.98 -0.19 0.54
H1 1.06 -1.76 1.10

[3]
The following is a quantum chemistry calculation of C12H36Ba2N2O12 as an isolated structure in a non-equilibrium geometry, from the Open Molecules 2025 dataset.

Computed properties:
- Relative energy (zero: lowest compared OMol25 entry of this formula, charge and spin): 0.0 kJ/mol
- Kohn-Sham gap: 6.79 eV
- Charge: +2
- E_LUMO: -6.83 eV

CARTESIAN COORDINATES (ANGSTROEM)
Ba1 -1.60 -2.63 -3.48
Ba2 -3.87 0.96 -1.36
N1 -0.89 -0.39 -0.35
O1 -1.46 -0.99 -1.34
O2 -1.34 0.73 -0.04
O3 -0.03 -0.96 0.25
N2 -2.36 1.24 -4.22
O4 -2.41 2.21 -3.43
O5 -2.65 0.07 -3.72
O6 -2.07 1.33 -5.38
C1 2.21 3.35 -1.80
C2 1.05 2.59 -1.25
O7 1.26 2.31 0.12
H1 2.26 3.31 -2.88
H2 3.11 2.96 -1.33
H3 2.15 4.40 -1.51
H4 0.77 1.71 -1.86
H5 0.10 3.15 -1.39
H6 0.66 1.61 0.39
C3 -0.63 1.58 3.49
C4 0.29 2.22 4.48
O8 -0.18 2.02 5.81
H7 -0.60 0.49 3.51
H8 -0.47 1.94 2.47
H9 -1.68 1.83 3.71
H10 0.38 3.30 4.32
H11 1.32 1.86 4.38
H12 0.45 1.46 6.28
C5 2.43 -4.48 -1.11
C6 1.66 -4.25 -2.41
O9 0.68 -3.16 -2.19
H13 1.70 -4.57 -0.31
H14 3.17 -3.71 -0.94
H15 2.84 -5.49 -1.11
H16 1.08 -5.14 -2.66
H17 2.31 -3.93 -3.21
H18 1.21 -2.44 -1.82
C7 -2.06 -4.64 -0.41
C8 -2.57 -5.58 -1.49
O10 -1.87 -5.30 -2.73
H19 -2.42 -3.60 -0.53
H20 -0.99 -4.53 -0.34
H21 -2.55 -5.01 0.49
H22 -3.65 -5.48 -1.62
H23 -2.31 -6.59 -1.16
H24 -1.90 -6.06 -3.33
C9 -2.33 5.28 1.27
C10 -2.93 3.89 1.10
O11 -2.68 3.32 -0.19
H25 -2.81 6.03 0.65
H26 -1.26 5.29 1.03
H27 -2.44 5.54 2.32
H28 -4.00 3.99 1.30
H29 -2.54 3.24 1.88
H30 -2.80 4.05 -0.81
C11 4.41 0.66 1.53
C12 3.44 -0.43 1.96
O12 2.94 -1.09 0.80
H31 5.20 0.22 0.92
H32 4.78 1.26 2.35
H33 3.90 1.36 0.86
H34 2.62 -0.01 2.55
H35 3.97 -1.14 2.61
H36 1.99 -1.18 0.90